(1)
Below is C28H47AuCl3N2O3PSi as an isolated structure, with properties calculated with ωB97M-V with the def2-TZVPD basis set.

Structure (XYZ):
```
86
C28H47AuCl3N2O3PSi ωB97M-V with the def2-TZVPD basis set
H -1.27 2.97 -6.07
H -2.92 0.34 -7.92
H 1.25 -1.02 6.83
H 0.45 2.66 -6.39
C 1.18 -0.05 -8.34
C 0.82 2.33 -11.92
Cl 0.26 -2.29 1.35
C -1.62 -3.18 -2.77
H -3.26 0.43 0.93
H 3.23 -3.23 -10.51
H -0.23 2.86 2.02
C -2.69 0.19 -6.85
C 0.79 0.63 3.90
H 0.65 0.10 -4.57
C -0.53 -1.14 5.62
H -1.21 -5.51 -1.23
H 0.33 4.17 -4.37
C -2.80 0.03 1.84
H -2.27 3.13 -4.14
H -2.35 -2.38 -2.93
H -1.02 0.29 -4.02
H -3.37 0.34 2.72
H 1.89 0.44 -7.67
H -1.92 -4.10 -3.30
H 2.53 -3.15 -7.62
Au 0.21 -0.12 0.21
C -2.12 3.51 -3.12
C -1.23 2.43 2.13
H 3.51 -1.69 -7.40
Cl 1.69 1.86 0.59
H -0.64 -2.86 -3.13
C -0.72 -4.57 -0.95
H -2.40 4.57 -3.12
C 1.41 0.24 5.09
C -0.57 2.39 -6.69
C 0.23 4.31 -3.28
H -0.51 -1.21 -4.82
H 2.86 2.95 -11.47
H 0.25 -4.51 -1.46
H 0.95 -1.53 -10.58
H -0.71 2.71 -7.73
C 2.48 -2.06 -7.49
H -2.75 2.95 -2.43
C -0.36 2.41 -1.88
O -0.05 -0.27 -7.66
C -0.19 0.81 -10.32
C -1.16 -0.72 4.44
H 1.20 4.14 -2.80
H -2.92 -0.85 -6.60
C -2.24 -2.68 -0.47
C 1.57 -2.02 -9.82
N -1.54 -3.44 -1.35
N -0.73 3.38 -2.72
C -0.49 0.16 3.58
Cl 0.95 -1.08 -1.83
H 2.12 -4.08 -9.42
P -1.10 0.63 1.94
C 2.06 1.63 -9.96
H 1.97 -1.84 -6.54
H -1.04 -1.84 6.27
H -1.86 2.82 1.33
H 0.76 2.90 -12.85
H -2.81 -1.06 1.75
C -0.27 1.58 -11.48
C 0.99 0.83 -9.57
C 0.75 -0.67 5.93
O -3.08 -1.82 -0.76
H -0.54 -4.53 0.13
H 2.40 0.61 5.32
O -1.15 1.58 -1.38
Si -0.89 0.56 -6.49
H -3.34 0.85 -6.26
C 2.17 -3.32 -10.22
H -2.16 -1.09 4.19
H 1.64 -3.72 -11.09
H 1.33 1.27 3.19
H -1.97 -2.91 0.58
H -1.65 2.68 3.12
H -1.20 1.58 -12.05
H 2.96 1.65 -9.34
C -0.40 -0.12 -4.84
H -1.02 0.19 -9.99
H -0.10 5.34 -3.09
C 2.00 2.36 -11.15
C 1.76 -1.43 -8.64
H 0.72 2.41 -1.66
```

Values from the calculation:
- calculated total energy (a.u.) = -3577.53111
- ⟨S²⟩ = 2.01
- spin multiplicity = 3

***

(2)
Below is C4H7NO as an isolated structure, with properties calculated with ωB97M-V with the def2-TZVPD basis set.

Structure (XYZ):
```
13
C4H7NO ωB97M-V with the def2-TZVPD basis set
C -0.77 0.57 -0.75
C 0.74 -0.18 0.78
H 0.52 1.90 0.46
O 0.05 -1.53 -1.85
C -0.13 1.04 0.57
H 1.46 -0.23 1.61
H 1.28 -0.15 -0.35
N -0.14 -1.30 0.56
H -0.61 1.26 -1.58
H -1.85 0.36 -0.67
C -0.18 -0.85 -0.89
H 0.39 -2.17 0.70
H -0.87 1.23 1.36
```

Values from the calculation:
- calculated total energy (a.u.) = -286.54965
- spin multiplicity = 1

***

(3)
Below is C34H47BN10OPbS6 as an isolated structure, with properties calculated with ωB97M-V with the def2-TZVPD basis set.

Structure (XYZ):
```
100
C34H47BN10OPbS6 ωB97M-V with the def2-TZVPD basis set
C 3.80 -1.95 -1.81
H 4.95 -1.19 -4.16
C 0.75 -4.33 -1.64
H -3.04 -4.65 -1.01
H -1.27 -2.96 -3.13
C -2.81 -1.30 -1.81
S 1.26 3.36 1.00
C 2.49 -4.98 0.04
C -2.32 -3.21 -3.27
N 1.20 0.96 -0.40
C 0.59 -1.01 2.20
C 1.81 2.13 -0.09
H 2.07 5.75 3.34
H 0.28 -1.97 4.87
N -6.22 1.41 4.54
C -3.92 2.15 -2.82
H 0.68 8.10 1.88
H -4.84 -4.00 -2.57
H -1.16 6.14 0.93
H -2.67 -2.70 -4.17
C -3.12 1.03 -2.22
H 4.45 1.75 -2.18
C 2.28 -1.23 -3.69
C 3.53 1.54 -1.65
C -1.94 1.28 -1.48
C 4.62 -0.36 -3.55
N -1.72 -1.10 -1.11
H -4.80 1.74 -3.33
H 2.94 -2.24 -1.21
H 0.28 -6.54 -0.23
N 0.44 -2.15 0.11
C -2.88 -3.59 -0.81
H 1.69 5.98 5.04
C 1.04 -4.52 -0.16
H 0.50 7.48 0.24
C 0.91 -2.27 2.85
H -0.39 5.23 4.65
B -0.17 0.30 0.13
H -3.54 -3.28 0.00
C -4.64 -2.94 -2.42
H 1.41 -1.56 -3.13
S -3.48 0.88 2.20
C 2.87 0.32 -1.84
C 1.15 -2.33 4.32
H 4.39 0.47 -4.22
H 4.60 -1.65 -1.14
C -5.13 1.47 4.19
H -3.33 2.72 -3.53
S -2.25 4.87 2.87
H 1.26 -4.32 2.52
H 4.14 -2.80 -2.39
H -0.94 -5.36 0.25
H 4.65 3.79 -1.13
C -0.79 5.74 2.80
H 1.00 -5.25 -2.17
S -1.52 2.92 -1.33
C -3.16 -2.76 -2.06
H -1.86 -3.44 -0.47
C 1.00 -3.36 2.08
N -1.28 0.18 -0.89
H -5.30 -2.59 -1.63
H 3.20 -4.22 -0.31
C 3.04 2.45 -0.77
N 0.27 -1.02 0.88
N 0.02 5.74 3.87
C -2.83 2.13 4.59
S -1.21 2.35 4.22
H 1.37 -3.36 4.62
C 3.40 -0.80 -2.74
H 1.32 -3.51 -2.08
H 3.10 4.58 -0.76
C -3.25 2.63 5.87
H -4.47 -0.47 -2.92
H 2.66 -5.88 -0.55
H 2.72 -5.20 1.08
H 4.02 3.84 0.53
C 0.11 -5.64 0.36
O -2.07 3.55 0.05
S 0.65 0.36 3.18
C -3.76 1.53 3.73
Pb -1.08 2.19 1.40
C 3.75 3.74 -0.52
H -4.91 -2.43 -3.35
H 0.29 -5.89 1.40
H 1.98 -0.41 -4.34
N -3.51 3.05 6.91
H 2.63 -2.05 -4.32
H -0.30 -4.12 -1.80
C 0.64 7.19 1.28
H 5.45 -0.07 -2.91
H 1.44 7.31 3.92
H 1.60 6.67 1.35
H 1.98 -1.69 4.61
N -0.48 6.34 1.64
N 1.75 0.06 -1.22
C -3.57 -0.26 -2.37
H -4.24 2.85 -2.05
H -2.42 -4.29 -3.43
C 1.37 6.23 4.03
C 0.80 -3.26 0.67
```

Values from the calculation:
- calculated total energy (a.u.) = -4553.35259
- spin multiplicity = 1

***

(4)
Below is one molecule with the formula C6H10N2, with properties calculated with ωB97M-V with the def2-TZVPD basis set.

Structure (XYZ):
```
18
C6H10N2 ωB97M-V with the def2-TZVPD basis set
H -0.91 -1.97 -0.94
H 3.17 0.85 -1.42
C 1.53 -0.38 -0.08
H 1.51 -0.68 -1.20
H 4.36 0.32 -0.38
H -3.35 0.76 1.50
C 3.42 0.91 -0.38
N 2.43 0.33 0.43
C -3.58 0.75 0.52
C -1.67 -0.17 -0.60
H 0.14 -0.53 1.46
H -4.21 1.65 0.22
C 0.37 -1.03 0.56
C -0.83 -1.11 -0.30
H -4.16 -0.20 0.29
H 0.49 -2.08 0.70
H 3.81 1.87 0.07
N -2.53 0.72 -0.45
```

Values from the calculation:
- calculated total energy (a.u.) = -343.87231
- ⟨S²⟩ = 2.02
- spin multiplicity = 3

***

(5)
Below is one molecule with the formula C20H26N4O3S, with properties calculated with ωB97M-V with the def2-TZVPD basis set.

Structure (XYZ):
```
54
C20H26N4O3S ωB97M-V with the def2-TZVPD basis set
C 1.62 0.97 -1.88
N -0.25 2.16 -0.95
H -2.93 2.37 -0.87
H 2.81 0.19 3.58
C -1.02 3.22 -0.34
H 1.21 -2.90 -0.45
N -2.71 -2.22 -0.43
H 4.92 0.42 2.29
C 3.85 -1.20 -1.02
O 1.72 3.27 -1.15
H -0.42 -3.48 1.32
H 0.98 0.66 -2.71
H -0.19 3.01 1.64
H 2.63 1.17 -2.24
H -1.60 2.00 1.34
H -1.80 3.74 1.61
C -3.19 -1.19 0.31
H -0.97 -1.79 1.39
C 1.05 2.27 -1.28
C -0.55 -2.55 0.75
C 5.11 -1.45 -0.51
H -0.70 1.26 -1.08
C 4.61 -0.04 1.36
H 5.79 -2.09 -1.05
C -3.52 0.26 1.92
H 1.33 1.15 3.53
C 5.49 -0.87 0.69
H -2.27 3.46 -2.09
H -3.27 0.68 2.87
H -5.24 1.46 1.26
C 0.81 -2.11 0.18
H 1.37 -0.44 2.78
C -1.47 -2.85 -0.41
H -2.97 4.11 -0.61
H 1.53 1.34 1.05
C -1.16 2.98 1.16
C 1.96 0.46 2.97
O -0.48 -0.62 -1.18
H 6.48 -1.05 1.09
C 0.61 -0.89 -0.69
C -2.38 3.30 -1.02
C 2.40 1.10 1.65
C 2.97 -0.38 -0.33
C -4.53 0.67 1.11
C 3.34 0.21 0.88
H 2.92 2.04 1.87
H -0.46 4.15 -0.51
N -2.78 -0.78 1.46
S -4.58 -0.29 -0.33
O -1.21 -3.64 -1.28
H 3.54 -1.64 -1.95
H 1.52 -1.91 0.98
H -3.22 -2.42 -1.28
N 1.69 -0.12 -0.91
```

Values from the calculation:
- calculated total energy (a.u.) = -1620.72823
- structure (SMILES) = CCc1ccccc1N(CC(=O)NC(C)C)C(=O)CCC(=O)Nc1nccs1
- spin multiplicity = 1

***

(6)
Below is one molecule with the formula C3H8N2O2, with properties calculated with ωB97M-V with the def2-TZVPD basis set.

Structure (XYZ):
```
15
C3H8N2O2 ωB97M-V with the def2-TZVPD basis set
H 0.33 1.56 1.58
C -0.04 -0.91 0.11
N 1.05 -0.01 0.35
O -0.18 -1.80 1.15
H -0.33 -2.52 -1.09
N 0.20 -1.66 -1.14
O -1.24 -0.05 0.21
H 1.16 2.06 0.02
C 0.50 1.33 0.50
H -0.12 -1.13 -1.96
H -0.73 1.36 -1.30
H 0.03 -1.30 1.88
C -0.85 1.23 -0.16
H -1.55 1.93 0.20
H 1.77 -0.08 -0.34
```

Values from the calculation:
- calculated total energy (a.u.) = -379.08927
- structure (SMILES) = N[C@@]1(O)NCCO1
- spin multiplicity = 1

***

(7)
Below is one molecule with the formula C4H9FN2, with properties calculated with ωB97M-V with the def2-TZVPD basis set.

Structure (XYZ):
```
16
C4H9FN2 ωB97M-V with the def2-TZVPD basis set
H 2.81 -1.83 -0.20
H -3.25 -0.67 -0.67
H 0.51 -0.88 0.94
H -0.71 2.25 -0.15
C 1.38 -0.38 0.54
H -2.04 -0.51 -1.55
C -1.50 0.17 0.40
H 2.64 -0.52 -1.31
H 1.85 -0.26 1.48
N -2.45 -0.03 -0.74
C 0.76 0.89 0.08
F 1.72 1.87 -0.48
C -0.41 1.31 0.21
H -1.08 -0.71 0.74
N 2.07 -1.08 -0.56
H -2.30 0.37 1.26
```

Values from the calculation:
- calculated total energy (a.u.) = -367.08241
- structure (SMILES) = NC/C=C(/F)CN
- spin multiplicity = 1

***

(8)
Below is a 3-piece molecular cluster, C5H11NO overall, with properties calculated with ωB97M-V with the def2-TZVPD basis set.

Structure (XYZ):
```
18
C5H11NO ωB97M-V with the def2-TZVPD basis set
H -0.98 -1.73 1.69
C -0.88 -1.02 -1.34
H -1.46 0.48 0.76
H -1.08 -1.79 -0.60
C -0.17 -1.01 1.83
C -0.45 0.29 1.14
N 0.46 1.17 1.03
H 1.80 0.56 -0.40
H 0.77 -1.44 1.47
C 0.09 2.38 0.40
H 0.48 -0.21 -2.75
H 1.88 0.36 -1.11
H -0.06 -0.81 2.90
O -1.00 2.90 0.46
H -1.67 -0.29 -1.52
H 1.07 -1.69 -1.82
H 0.93 2.84 -0.15
C 0.27 -0.98 -2.00
```

Values from the calculation:
- calculated total energy (a.u.) = -327.00173
- structure (SMILES) = C/C=N/C=O.[H][H].C=C
- spin multiplicity = 1

***

(9)
Below is an isolated ion of composition C3H7O2S2 and charge -1, with properties calculated with ωB97M-V with the def2-TZVPD basis set.

Structure (XYZ):
```
14
C3H7O2S2 ωB97M-V with the def2-TZVPD basis set
H -0.42 -0.97 -1.56
C 0.00 -1.12 -0.46
H 0.19 2.17 1.00
H 0.50 1.53 -0.79
H -0.64 -1.90 -0.02
S -2.49 -0.27 0.19
H -1.19 1.87 -0.43
H -0.26 -0.15 1.54
O -2.59 -0.05 -1.28
O -2.72 -1.67 0.56
C -0.63 -0.01 0.46
S 1.75 -1.44 -0.40
H 1.91 -1.19 0.87
C -0.31 1.50 0.09
```

Values from the calculation:
- calculated total energy (a.u.) = -1065.35845
- total charge = -1
- spin multiplicity = 1

***

(10)
Below is C35H31N5S5Ti as an isolated structure, with properties calculated with ωB97M-V with the def2-TZVPD basis set.

Structure (XYZ):
```
77
C35H31N5S5Ti ωB97M-V with the def2-TZVPD basis set
H 2.67 -5.41 -0.97
C 3.09 1.60 0.31
S -2.04 -0.73 1.71
C 0.29 -2.93 2.12
H 2.80 -1.18 -2.85
H -4.25 0.69 -5.98
H 6.20 1.72 -1.93
N -2.03 -5.19 -2.94
C 4.31 2.63 -1.46
H 0.25 1.68 -0.48
H 3.97 -0.12 1.23
C -1.54 -3.19 -1.70
H 0.43 -3.83 2.71
C 3.19 2.59 -0.66
C -0.50 4.68 2.07
H 2.55 5.77 3.10
C -1.26 -0.13 3.18
N 0.41 0.94 0.20
H 0.09 1.45 6.48
C -4.15 -2.80 -1.49
H -3.00 1.04 3.54
H -0.76 -2.68 2.09
H 1.89 -0.03 -1.74
C 2.17 -1.04 -1.98
C -2.02 0.78 3.92
H 2.94 -3.49 -2.48
C -4.23 1.56 -2.70
C 5.22 0.71 -0.32
Ti -0.66 -0.71 -0.39
H 1.50 -5.04 1.25
N -3.77 -3.86 -2.19
S 1.58 1.34 1.22
C -0.15 3.41 1.63
C -2.46 -4.06 -2.28
H -5.22 -2.62 -1.42
C -1.55 1.34 5.10
C -3.27 -1.94 -0.88
C -0.29 1.01 5.56
H 3.18 3.50 2.32
C -4.68 1.43 -4.01
C 2.36 -3.41 -1.57
H -2.04 -0.22 -5.32
N 0.89 -2.01 -0.14
C -2.66 0.28 -4.59
H -2.74 -5.66 -3.47
H -5.65 1.83 -4.28
C 0.47 0.10 4.86
H -3.61 -1.10 -0.31
S -2.37 1.24 -0.69
C 0.01 -0.49 3.68
C -3.90 0.80 -4.96
H 6.00 -0.03 -0.19
H -1.53 5.01 2.00
H 2.39 3.32 -0.79
S 1.19 -1.56 2.92
N -1.94 -2.14 -0.99
C 4.09 0.66 0.49
C 1.79 5.11 2.69
C 2.22 -4.45 -0.74
C 1.79 -2.10 -1.26
C 0.90 -3.09 0.76
C -2.97 1.05 -2.33
H -1.10 -5.19 -3.34
C 2.15 3.84 2.25
H 0.20 6.52 2.93
C 1.52 -4.26 0.51
C 0.47 5.53 2.59
C 1.17 3.01 1.71
C 5.33 1.69 -1.29
H -2.18 2.04 5.64
H -0.90 2.74 1.22
H -4.83 2.05 -1.95
H 4.40 3.39 -2.23
H -0.48 -3.35 -1.82
C -2.20 0.39 -3.28
S -0.63 -0.26 -2.84
H 1.45 -0.19 5.23
```

Values from the calculation:
- calculated total energy (a.u.) = -4466.55312
- spin multiplicity = 1

***

(11)
Below is C12H19BF4IrN7Se as an isolated structure, with properties calculated with ωB97M-V with the def2-TZVPD basis set.

Structure (XYZ):
```
45
C12H19BF4IrN7Se ωB97M-V with the def2-TZVPD basis set
N -0.76 2.82 0.02
C -0.79 -2.03 -0.25
N -1.21 4.41 1.66
H -2.30 4.94 -0.08
F 1.13 -0.35 -1.72
C -2.46 4.80 0.99
H -0.75 4.30 3.73
H -2.31 -2.15 -1.65
C 1.25 -2.63 1.07
H 1.81 -5.25 -0.17
C 0.12 -4.00 -0.72
F -0.85 0.27 -2.60
H 1.16 -3.37 1.86
F 1.05 0.47 -3.90
H -2.76 5.77 1.39
C -1.38 -4.81 -2.45
H -0.82 -6.70 -3.23
H 0.03 5.66 2.84
H 2.50 1.10 0.05
H -1.68 5.70 3.22
H 3.78 2.11 1.69
C -0.58 -5.92 -2.53
C 1.80 2.43 1.33
C -1.00 -3.84 -1.52
C -0.87 5.04 2.93
Se -1.23 -0.35 0.52
H -2.26 -4.69 -3.07
B 0.39 -0.35 -3.07
N 0.22 -2.85 0.07
H 0.90 3.69 2.63
N 1.66 1.57 0.36
N -1.54 -2.62 -1.19
H 1.16 -6.97 -1.83
F 0.19 -1.63 -3.44
H 1.14 -1.64 1.48
C -0.45 3.46 1.12
N 2.96 2.63 1.95
Ir 0.09 1.18 -0.73
C 0.56 -6.08 -1.72
N 0.73 3.16 1.78
H 2.23 -2.73 0.59
H -3.25 4.08 1.18
H -1.63 3.12 -0.40
H 3.09 3.38 2.61
C 0.94 -5.12 -0.80
```

Values from the calculation:
- calculated total energy (a.u.) = -3781.79984
- total charge = +2
- spin multiplicity = 1

***

(12)
Below is a 12-piece molecular cluster, H22NO14 overall, with properties calculated with ωB97M-V with the def2-TZVPD basis set.

Structure (XYZ):
```
37
H22NO14 ωB97M-V with the def2-TZVPD basis set
H 2.66 -0.20 -0.54
O 0.16 2.85 -1.81
O 3.18 3.27 0.17
H 3.30 3.66 -0.69
H -0.54 -1.51 -1.16
O 0.70 1.54 0.57
H -3.15 -1.07 -1.05
H -0.37 -1.80 -2.67
H 0.34 2.45 -0.95
H -0.48 -2.60 0.29
H 1.33 -0.05 -1.06
H 0.89 2.82 -2.40
O 0.03 0.22 2.05
H 0.59 -0.55 3.65
H 2.27 3.01 0.12
O -2.19 -1.53 2.55
O -0.45 -3.01 1.13
O 0.91 -1.12 4.31
O -0.50 0.52 -3.20
H -2.83 -1.50 0.39
O 2.60 1.73 2.55
O -3.32 -1.76 -0.38
H 1.70 1.45 2.32
O 2.12 -0.55 -1.21
H 0.43 -2.75 1.50
N -0.17 0.68 0.85
O -3.06 -0.32 -2.58
H -2.67 -1.16 -2.96
H 0.33 -1.93 4.40
H -0.42 1.35 -2.76
H 2.73 2.16 1.76
H -2.26 0.20 -2.61
O -0.68 0.01 -0.12
H -1.48 -2.05 2.18
O -0.34 -2.19 -1.79
H 0.41 0.39 -3.40
H -1.77 -0.66 2.56
```

Values from the calculation:
- calculated total energy (a.u.) = -1121.26733
- total charge = -1
- spin multiplicity = 1